This record from OMol25 describes 4 unconnected molecules or ions with the total composition C24H61N6O6 at a distorted geometry. The level of theory is ωB97M-V/def2-TZVPD.

Calculated values
* E: -1730.5624 Eh
* gap between HOMO and LUMO: 5.5594 eV

ORCA input file:
```
! wB97M-V def2-TZVPD RIJCOSX def2/J DEFGRID3
* xyz 1 1
H 4.583 2.034 -7.091
H 3.739 0.799 -2.322
H 3.345 -4.600 5.450
H 1.230 -4.844 6.583
H 6.509 1.320 -3.324
N -0.857 0.372 -0.627
H 3.415 -1.538 4.275
O 2.303 -1.204 2.548
H 2.272 -0.780 0.281
C -5.954 2.722 1.885
O 0.032 -4.118 5.119
C 4.984 -0.263 -3.843
H 0.391 -0.578 2.908
H 2.993 0.697 -4.062
C -1.340 0.959 0.623
N 5.015 2.522 -6.297
H -8.966 0.470 3.752
N -8.096 1.528 2.174
H -3.144 1.815 -0.264
H 1.318 2.573 0.372
C 6.274 2.248 -5.910
H -7.164 -1.130 2.860
C 3.578 -3.303 2.960
C 7.307 0.173 -5.148
H 4.298 -1.306 2.789
C -8.797 0.343 2.677
H -6.418 3.934 -0.351
H -9.783 0.345 2.203
H -6.787 2.010 3.734
H -6.176 0.751 2.645
H -5.937 2.596 -1.408
C 0.299 -0.516 -0.470
H -2.712 2.439 1.325
O -5.646 2.234 0.576
H -0.598 1.114 -1.264
H -0.239 -4.605 3.110
H 4.494 3.185 -5.723
H 1.146 -1.397 4.285
C 2.467 -4.135 4.991
H 3.560 -1.493 -5.000
H 0.591 -2.322 2.849
C 3.933 0.896 -3.453
H -2.935 3.431 -1.768
H -1.334 2.757 -2.177
H -7.433 2.472 -0.472
H 6.513 3.272 -4.208
H 4.291 1.934 -3.719
H -0.516 1.352 1.228
C 6.488 0.280 -3.794
H 1.167 -5.884 5.161
H 1.691 -4.011 3.116
H -8.785 -1.767 2.966
H -6.959 -1.591 -0.555
H -0.865 -5.800 4.278
C 1.718 2.316 -0.611
H 4.874 -1.041 -3.016
C -6.406 2.844 -0.454
H -6.218 -0.766 0.825
N 7.009 3.200 -5.107
H 0.949 2.423 -1.379
N 2.588 -4.216 3.536
C -2.301 2.115 0.363
C 3.415 -1.796 3.210
C -8.168 -1.037 2.432
H -1.855 0.188 1.204
H -4.990 2.880 2.381
H 4.573 -3.612 3.296
H 6.160 0.474 -6.897
H -0.015 -1.398 0.099
C -0.717 -4.733 4.084
H -8.064 1.468 1.165
H 7.342 -0.926 -5.441
H 2.514 3.023 -0.854
H 5.332 -1.685 -5.626
C 1.055 -1.396 3.196
H 2.412 -3.097 5.334
C -7.150 -0.906 0.271
H -1.697 -4.253 4.050
O -1.612 3.249 -0.171
O 2.264 1.007 -0.648
C 4.561 -0.989 -5.193
H 8.398 0.465 -4.996
C -1.864 3.475 -1.547
H 4.326 -0.163 -5.951
H 3.550 -3.463 1.877
H 7.040 -0.378 -3.043
H -6.463 3.689 1.850
H 0.555 -0.867 -1.475
C 1.578 0.054 0.163
H 1.417 0.446 1.169
C -6.738 1.689 2.689
O -8.178 -1.458 1.074
N 6.798 0.994 -6.290
H -1.505 4.476 -1.792
C 1.209 -4.841 5.488
H -7.482 0.039 -0.166
H 6.998 4.116 -5.570
*
```



This record from OMol25 describes 10 unconnected molecules or ions with the total composition C24H64O18 at a distorted geometry. The level of theory is ωB97M-V/def2-TZVPD.

Calculated values
* E: -2306.9828 Eh
* gap between HOMO and LUMO: 10.0223 eV

ORCA input file:
```
! wB97M-V def2-TZVPD RIJCOSX def2/J DEFGRID3
* xyz 0 1
C -1.048 0.084 -4.767
C 0.043 0.521 6.273
H 1.886 1.446 -4.051
H -0.681 6.265 0.085
O 1.630 -1.212 6.125
O -2.979 -0.935 -1.237
H 1.583 -0.298 4.185
H 2.033 1.559 6.551
O 3.980 -3.717 0.995
H -1.020 3.748 -2.822
C 1.371 1.194 5.800
H -1.348 -3.731 2.597
C -0.203 1.163 -0.119
H -0.130 -1.683 -1.741
H -0.487 1.857 -3.540
H -1.256 1.379 -0.470
H -0.371 -1.599 6.606
H -4.476 1.251 -3.612
O 3.397 -0.972 0.282
O 1.248 3.004 2.285
O -2.975 3.498 -3.026
O -0.195 0.618 1.185
H -1.645 -3.600 -2.615
C -0.120 5.705 -0.664
H 1.204 1.972 5.099
C -4.646 1.771 -2.670
C -4.447 -1.511 0.750
H -0.442 2.184 -5.231
H 1.028 3.726 1.713
C 2.657 3.096 2.503
H -2.539 1.645 -2.147
O 3.203 2.313 0.315
H -0.598 -5.126 -1.140
H 4.370 1.877 1.975
C 4.801 -2.978 0.142
C 1.357 -4.554 -1.680
H 0.006 -1.384 -5.825
H 3.014 4.043 2.112
C -0.891 -2.751 2.797
H 0.403 0.421 -2.124
O 1.073 5.185 -0.064
H 0.281 2.138 -0.118
O -5.132 -0.267 0.512
C -1.073 4.557 -1.115
C 4.049 -1.895 -0.612
O -0.396 3.775 -2.079
H -3.804 -1.320 1.603
H -5.206 -2.303 0.933
H 5.531 -2.499 0.856
C -3.698 -1.951 -0.512
H 1.515 -3.464 -1.771
H -4.461 -2.311 -1.184
O -0.023 -1.132 -0.952
H 3.239 -2.487 -1.128
C 1.967 -0.120 5.203
H -1.292 3.878 -0.260
H 0.068 6.439 -1.457
O 0.900 -2.781 1.166
H 1.548 4.655 -0.748
H 3.072 -0.082 5.121
O -0.690 -3.569 -2.430
H 1.182 -3.455 3.133
H -3.754 3.979 -3.338
H -3.557 2.672 -1.157
H 1.371 -4.354 0.246
H 0.977 -1.715 2.968
O 1.234 -0.408 -4.329
H -0.178 -1.853 -4.100
H -2.078 -0.807 -0.908
C 1.154 0.943 -4.672
H -0.354 1.205 7.034
O -5.594 2.797 -2.807
C -0.078 -4.809 -2.066
H -1.036 -2.454 3.837
H 5.238 -3.607 -0.627
H 1.965 -5.080 -2.413
H 0.632 -0.782 7.869
C 0.015 -0.986 -4.761
C 0.411 -0.835 6.795
H 3.438 -4.420 0.550
H 1.521 0.189 -0.936
H -4.898 0.998 -1.959
H 4.605 -1.303 -1.328
H 3.373 1.511 -0.200
O -1.559 -1.878 1.850
H 2.946 -1.552 0.917
C -0.258 1.415 -4.530
C 3.301 1.956 1.690
H -6.461 2.415 -2.771
H -3.103 -2.777 -0.302
O 1.736 -5.067 -0.354
C 0.456 0.165 -1.081
H 2.978 2.956 3.555
H 0.220 1.248 1.766
H -1.385 -0.947 1.947
H -1.592 0.089 -5.733
C -3.367 2.402 -2.206
H -1.975 4.998 -1.531
H 0.335 -2.090 0.703
H -0.077 -5.557 -2.844
C 0.634 -2.682 2.566
H -0.669 0.487 5.486
H -4.588 0.234 -0.142
H 1.519 1.131 -5.714
H -1.712 -0.089 -3.905
H 2.841 0.982 1.941
*
```



Sequential energy above the lowest of the compared OMol25 structures with the same formula, charge and spin output: 1.527; 0.000 eV